Computed, not measured: C32H54AlN2O3P2 as an isolated structure at a distorted geometry, with wB97M-V/def2-TZVPD.

The max |F| comes out at 2.84 eV/A. Its HOMO-LUMO gap (alpha / beta) is 5.9 / 5.5 eV. As for the HOMO energy (alpha / beta): -10.81 / -10.34 eV.

```
! wB97M-V def2-TZVPD RIJCOSX def2/J DEFGRID3
* xyz 1 1
Al 0.9367 -2.0886 -1.1845
C -0.5824 -3.4334 1.5238
C 0.7523 -3.2765 0.8725
C 0.5998 -1.9528 2.8174
C -0.6568 -2.6023 2.6426
C 1.4930 -2.4506 1.8701
C -1.5817 -4.4889 1.2627
H -1.4613 -4.9558 0.2785
H -2.6026 -4.0836 1.3490
H -1.5112 -5.2908 2.0248
C -1.7838 -2.4820 3.5929
H -2.6971 -2.9345 3.1945
H -2.0007 -1.4192 3.7707
H -1.5558 -2.9593 4.5601
C 0.9130 -1.0196 3.9182
H 1.0763 -1.5327 4.8741
H 0.0879 -0.3174 4.0560
H 1.8047 -0.4281 3.7007
C 2.9594 -2.3821 2.0068
H 3.3433 -3.0606 2.7983
H 3.2780 -1.3744 2.3033
H 3.4748 -2.6517 1.0767
C 1.4247 -4.5491 0.4113
H 1.5788 -5.1890 1.3021
H 2.4072 -4.3815 -0.0561
H 0.8081 -5.1086 -0.3060
C -1.5540 -0.4913 -4.5045
C -1.5880 -1.8265 -4.7222
C -0.7082 -2.5384 -5.6922
C 0.7604 -2.0469 -5.7100
C 1.2891 -1.5645 -4.3827
C 1.3818 -0.2439 -4.1224
C 0.6720 0.8196 -4.9013
C -0.7977 0.5083 -5.3333
H -1.1237 -2.4403 -6.7109
H 0.8465 -1.2598 -6.4778
H -0.7131 -3.6115 -5.4621
H -0.7908 0.2221 -6.4006
H -2.2843 -0.0500 -3.8007
H -2.4317 -2.4234 -4.3401
H -1.3560 1.4631 -5.2798
H 0.6682 1.7450 -4.3086
H 2.1690 0.1217 -3.4676
H 1.2416 1.0694 -5.8139
H 1.3969 -2.8769 -6.0657
H 1.7482 -2.3275 -3.7377
P -1.1952 -0.7450 -0.6537
P 2.0821 0.0181 -0.6006
C -0.4889 0.5544 -1.7944
C 0.8544 1.1958 -1.3536
H -1.2527 1.3287 -1.9688
H -0.3461 0.0562 -2.7601
H 1.3531 1.6644 -2.2125
H 0.6727 1.9860 -0.5990
C 2.7600 1.0033 0.7835
H 3.1228 0.3489 1.5867
H 1.9865 1.6847 1.1707
H 3.6029 1.6051 0.4075
C 3.5741 -0.2124 -1.6267
H 3.8196 0.7024 -2.1738
H 3.4337 -1.0415 -2.3338
H 4.4096 -0.4750 -0.9638
C -2.9862 -0.3082 -0.6326
H -3.4013 -0.7177 0.3026
H -3.5265 -0.7251 -1.4962
H -3.1169 0.7845 -0.6042
C -1.2526 -2.3310 -1.7494
H -0.4908 -3.2111 -1.6844
H -1.3378 -2.0726 -2.8037
H -2.1823 -2.8105 -1.4175
C -1.1095 6.4766 3.1173
C -0.6858 5.3716 2.1737
C -0.9125 3.9366 2.7148
C -0.2603 3.7243 4.1132
C 1.2102 4.0980 4.1821
C -2.4136 3.6261 2.8255
O -3.2986 4.4308 3.0842
N -2.7197 2.2944 2.6207
C -1.8411 1.2516 2.2752
O -2.2836 0.1128 2.3771
N -0.6252 1.6022 1.7876
C -0.3253 2.9114 1.7195
O 0.4999 3.3303 0.8747
H -2.1341 6.2934 3.4558
H -1.0829 7.4321 2.5843
H -0.4458 6.5515 3.9858
H -1.2506 5.4496 1.2331
H 0.3752 5.4754 1.9124
H -0.8399 4.2980 4.8522
H -0.3814 2.6597 4.3670
H 1.3511 5.1830 4.1195
H 1.6333 3.7506 5.1309
H 1.7693 3.6209 3.3686
H -3.6546 2.0016 2.8765
*
```

Computed, not measured: C23H23MnOP2 as an isolated structure at a distorted geometry, with wB97M-V/def2-TZVPD.

Its expectation value of S² is 8.870. The max |F| comes out at 2.92 eV/A. Its HOMO-LUMO gap (alpha / beta) is 3.5 / 5.0 eV. The value obtained for the energy above the lowest of the compared OMol25 structures with the same formula, charge and spin is 0.00 kcal/mol. As for the HOMO energy (alpha / beta): -0.64 / -2.21 eV.

```
! wB97M-V def2-TZVPD RIJCOSX def2/J DEFGRID3
* xyz -1 6
C -3.8629 2.4105 -0.1912
C -3.6592 3.6076 -0.9435
C -2.5687 4.3816 -0.4007
C -1.9462 3.7068 0.6281
C -2.6066 2.4131 0.7721
Mn -2.0080 2.2565 -1.2009
P -1.7709 0.7410 -3.0470
H -4.7279 1.6708 -0.4369
H -4.2675 4.0424 -1.7033
H -2.4110 5.4134 -0.6241
H -2.0585 1.7293 1.4696
H -1.0989 4.1269 1.2557
H -0.4438 0.6901 -3.6159
H -2.6723 1.4218 -3.9634
H -2.0226 -0.6675 -2.8521
O -0.6164 0.5858 -0.8666
P 0.2981 -0.3549 -0.0711
C 1.8079 0.5752 0.4574
C 2.9605 -0.1639 0.8248
C 4.0805 0.4725 1.3750
C 4.1192 1.8808 1.2941
C 3.0005 2.6314 0.9026
C 1.8233 1.9649 0.5386
C -0.4634 -1.2140 1.3431
C 0.2645 -2.2055 2.0333
C -0.1941 -2.6967 3.2516
C -1.4337 -2.2487 3.7394
C -2.2664 -1.4883 2.9255
C -1.7837 -0.9694 1.7054
C 0.9374 -1.7326 -1.1150
C 0.2447 -2.9756 -1.2275
C 0.6765 -3.9669 -2.1160
C 1.8293 -3.7577 -2.8915
C 2.3990 -2.4680 -2.9532
C 1.9542 -1.5000 -2.0555
H 2.9610 -1.2143 0.6418
H 4.8733 -0.0351 1.8896
H 5.0309 2.4499 1.5384
H 3.0145 3.7121 0.9328
H 0.9041 2.4980 0.3112
H 1.1768 -2.5917 1.6117
H 0.4155 -3.4194 3.7824
H -1.7812 -2.5053 4.7354
H -3.2857 -1.2321 3.1768
H -2.4129 -0.3662 1.0470
H -0.6094 -3.1826 -0.5833
H 0.2817 -5.0117 -2.1741
H 2.2376 -4.5603 -3.5101
H 3.2436 -2.3278 -3.6317
H 2.4373 -0.5263 -2.0089
*
```

Computed, not measured: C29H30N5O3S5SbSn as an isolated structure, with wB97M-V/def2-TZVPD.

The max |F| comes out at 0.86 eV/A. Its HOMO-LUMO gap is 6.6 eV. The value obtained for the energy above the lowest of the compared OMol25 structures with the same formula, charge and spin is 11.91 kcal/mol. As for the HOMO energy: -6.88 eV.

```
! wB97M-V def2-TZVPD RIJCOSX def2/J DEFGRID3
* xyz 0 1
Sn 0.3599 0.6794 -1.5384
S -2.2167 3.4980 -3.2215
Sb -3.7748 1.9939 -2.6185
S -2.8497 -1.0458 -3.5635
S -2.2192 -0.0395 -1.8913
S -3.5791 0.4796 -4.7298
C 0.1651 -3.8841 3.0625
O 0.0370 -2.4828 3.0315
C 0.0875 -1.7936 4.2053
C 0.4065 -2.3698 5.4280
C 0.3980 -1.6152 6.5884
C 0.0582 -0.2778 6.5508
C -0.2521 0.3128 5.3386
C -0.2275 -0.4209 4.1600
N -0.6027 0.2225 2.9690
C -0.0421 0.1062 1.7296
N 1.2090 -0.3846 1.6890
C 1.8069 -1.1680 0.6906
C 1.4983 -1.1036 -0.6698
C 2.1608 -2.0250 -1.4879
C 3.0630 -2.9458 -1.0018
C 3.4053 -2.9527 0.3409
C 2.7909 -2.0482 1.1850
O 3.0715 -1.9618 2.5401
C 4.3312 -2.4224 2.9680
N -0.6361 0.5868 0.6779
C -1.9371 1.0996 0.8300
C -2.1171 2.4618 0.5985
C -3.3338 3.0761 0.8166
C -4.4097 2.3250 1.2572
C -4.2663 0.9638 1.4260
C -3.0448 0.3234 1.2196
O -3.0654 -1.0068 1.5128
C -2.2281 -1.9321 0.8477
H 0.0787 -4.2096 2.0269
H -0.6297 -4.3416 3.6607
H 1.1380 -4.1909 3.4552
H 0.6375 -3.4200 5.4902
H 0.6474 -2.0861 7.5260
H 0.0315 0.3107 7.4540
H -0.5280 1.3563 5.2927
H -1.3971 0.8452 3.0343
H 1.6030 -0.5975 2.5992
H 1.9644 -2.0237 -2.5466
H 3.5226 -3.6604 -1.6677
H 4.1285 -3.6627 0.7120
H 4.4782 -2.0146 3.9678
H 5.1284 -2.0681 2.3082
H 4.3710 -3.5153 3.0211
H -1.2578 3.0412 0.2854
H -3.4286 4.1417 0.6791
H -5.3525 2.8007 1.4799
H -5.0912 0.3500 1.7531
H -2.7641 -2.8799 0.8845
H -1.2606 -2.0284 1.3376
H -2.0696 -1.6631 -0.1931
N -0.8622 -0.5271 -5.9691
C -0.1667 0.2944 -5.1665
S 0.8288 -0.4557 -4.0271
N -0.2962 1.6050 -5.3926
C 0.5424 2.7003 -5.1423
C 1.7950 2.6005 -4.5507
C 2.5723 3.7347 -4.3930
C 2.1222 4.9641 -4.8370
C 0.8919 5.0570 -5.4662
C 0.1045 3.9351 -5.6180
H -0.9008 -1.5003 -5.7064
H -1.6398 -0.1701 -6.5066
H -1.1144 1.8579 -5.9410
H 2.1728 1.6449 -4.2304
H 3.5422 3.6553 -3.9252
H 2.7267 5.8476 -4.6981
H 0.5485 6.0085 -5.8431
H -0.8639 4.0155 -6.0883
*
```